No. 1
Entry from the OMol25 dataset: a molecular structure, C26H41N4O6S7SiTeTi (wB97M-V/def2-TZVPD).

The geometry in XYZ format:
```
87
Properties=species:S:1:pos:R:3:forces:R:3
Ti 0.1561 0.8853 0.5682 2.528 -0.248 2.113
C -2.7768 0.4316 1.6008 0.317 -0.366 -0.275
C -2.5211 -1.0531 1.3227 -0.675 0.184 1.050
C -1.8643 -1.7066 2.5403 0.113 0.027 -0.191
C -3.8692 -1.7229 1.0414 0.249 0.065 -0.031
O -1.6199 -1.1349 0.2198 0.129 0.127 -0.260
Si -1.4488 -2.4698 -0.7640 0.327 -0.015 -0.407
S -0.0751 -2.2825 -2.2668 -0.020 -0.095 0.149
O -1.3015 -3.6817 0.3395 -0.028 0.094 -0.091
C -0.6513 -4.9136 0.4689 0.292 -0.774 0.310
C 0.0914 -4.9009 1.8125 -0.201 0.109 -0.345
C -1.7112 -6.0295 0.4931 0.195 0.335 -0.060
C 0.3463 -5.1667 -0.6592 -0.145 0.117 0.179
O -2.9596 -2.7262 -1.4044 -0.114 0.082 0.159
C -3.3673 -3.1382 -2.6779 -0.336 -0.152 -0.601
C -2.5783 -4.3603 -3.1629 -0.070 0.194 0.106
C -3.1931 -1.9947 -3.6848 0.013 -0.178 0.190
C -4.8529 -3.5112 -2.5410 0.412 0.119 -0.011
H -3.5557 0.5501 2.3534 0.041 0.021 0.112
H -3.0921 0.9343 0.6835 -0.011 -0.003 0.076
H -1.8644 0.9220 1.9705 -0.559 -0.099 0.056
H -2.4425 -1.5153 3.4405 -0.104 0.091 0.148
H -0.8594 -1.3064 2.6785 -0.094 0.010 0.057
H -1.7762 -2.7756 2.3824 -0.065 -0.107 0.050
H -4.5219 -1.5938 1.9047 0.022 0.020 0.093
H -3.7291 -2.7800 0.8464 -0.141 -0.179 0.014
H -4.3350 -1.2702 0.1693 -0.108 0.010 -0.071
H -0.6132 -4.7935 2.6354 -0.061 0.022 0.093
H 0.7755 -4.0579 1.8313 0.047 0.052 0.035
H 0.6594 -5.8184 1.9523 0.071 -0.129 0.021
H -2.4627 -5.8124 1.2496 -0.057 0.036 0.106
H -1.2384 -6.9826 0.7241 0.015 -0.137 0.006
H -2.2085 -6.1028 -0.4713 -0.061 -0.028 -0.115
H 1.0977 -4.3820 -0.6609 0.108 0.039 -0.059
H -0.1603 -5.1373 -1.6195 0.018 -0.045 -0.144
H 0.8307 -6.1333 -0.5333 0.022 -0.160 0.084
H -1.5403 -4.0725 -3.3138 0.019 -0.098 -0.053
H -2.9920 -4.7368 -4.0971 -0.096 -0.070 -0.113
H -2.6201 -5.1438 -2.4088 -0.048 -0.131 0.039
H -2.1389 -1.7297 -3.7240 0.012 0.044 -0.057
H -3.7602 -1.1229 -3.3665 -0.152 0.124 0.044
H -3.5256 -2.3048 -4.6734 -0.106 -0.012 -0.171
H -4.9520 -4.3623 -1.8708 -0.040 -0.103 0.096
H -5.2782 -3.7670 -3.5093 -0.073 -0.042 -0.134
H -5.3994 -2.6729 -2.1164 -0.096 0.116 0.038
O 2.7683 -3.3483 5.4420 0.099 -0.221 0.284
C 2.4288 -2.5361 4.6154 -0.036 0.283 -0.255
S 1.4916 -1.0869 4.9774 -0.095 0.178 -0.212
C 1.3712 -0.4611 3.3224 0.523 -0.462 -0.159
C 1.9755 -1.2018 2.3623 -0.143 -0.091 0.802
S 1.9063 -0.8232 0.6871 0.143 -0.197 -0.084
S 2.8313 -2.6534 2.9049 -0.042 0.226 -0.098
S 0.5437 1.0242 2.9909 -0.330 0.064 0.446
C -2.7813 2.3303 -2.3114 -0.586 0.181 0.459
O -1.6074 1.8518 -2.9596 1.316 -0.771 0.666
C -0.7010 1.3075 -2.1185 0.421 0.512 -1.474
O -0.9271 1.1376 -0.9165 -1.905 0.610 -2.880
N 0.4994 1.0415 -2.6910 -0.900 -0.346 0.181
N 1.3832 0.3347 -1.8627 0.048 -0.425 0.003
H -3.3156 2.9181 -3.0562 0.043 -0.108 -0.001
H -2.5239 2.9557 -1.4477 -0.055 -0.128 -0.205
H -3.3908 1.4847 -1.9749 0.049 0.134 -0.066
H 0.4982 0.8535 -3.6906 -0.130 0.107 0.274
H 2.3387 0.5000 -2.1699 -0.208 0.332 0.308
H 1.1763 -0.6876 -1.8979 -0.157 0.426 -0.212
Te 1.6638 3.0868 0.0330 0.429 0.791 -0.260
C 3.5311 2.5612 -0.8581 -0.261 -0.039 -0.223
C 4.7276 2.3102 -0.2599 -0.191 0.024 0.262
C 5.8009 2.0897 -1.1513 0.266 -0.010 -0.256
C 5.4244 2.1705 -2.4514 -0.332 0.079 -0.343
S 3.7401 2.5381 -2.5853 0.369 0.031 0.452
H 4.8283 2.2826 0.8106 -0.020 -0.029 0.219
H 6.8148 1.8939 -0.8389 0.113 -0.081 0.031
H 6.0175 2.0470 -3.3375 0.208 -0.040 -0.114
C -1.9631 7.7825 2.9325 0.010 -0.166 0.095
C -1.9442 6.2923 3.1222 -0.211 -0.003 0.485
C -2.2198 5.7093 4.3589 -0.011 -0.016 -0.046
C -2.1740 4.3206 4.3983 -0.057 0.319 0.213
N -1.8842 3.5816 3.3542 -0.018 -0.273 0.143
C -1.6221 4.2283 2.2044 -0.026 -0.105 0.184
S -1.2923 3.3101 0.8175 0.069 -0.266 -0.692
N -1.6548 5.5651 2.0649 0.054 0.259 -0.221
H -2.4360 8.2681 3.7825 -0.022 0.149 0.057
H -2.4924 8.0320 2.0172 -0.044 0.030 -0.081
H -0.9408 8.1415 2.8351 0.094 0.103 -0.016
H -2.4722 6.2936 5.2325 0.010 0.053 0.020
H -2.3985 3.7806 5.3143 0.027 0.018 0.078
```
Positions in Å, forces in eV/Å.

Results
**Expectation value of S²**: 0.7564
**Charge**: -2
**Energy above the lowest of the compared OMol25 structures with the same formula, charge and spin**: 44.81 kcal/mol
**Spin multiplicity**: 2


No. 2
Entry from the OMol25 dataset: a molecular structure, C4H2LiO2Tm (wB97M-V/def2-TZVPD).

The geometry in XYZ format:
```
10
Properties=species:S:1:pos:R:3:forces:R:3
O 0.5159 -1.0194 -1.3101 -0.272 0.174 -0.408
C 1.1859 -0.4783 -0.2390 -0.321 -0.026 0.232
C 0.6762 -0.5016 0.9580 -1.150 1.382 -0.402
C -1.3511 -0.5508 0.8223 1.156 -2.385 -0.021
C -1.8860 0.5989 0.6884 3.456 5.166 0.171
O -1.5550 1.7926 0.5249 -2.347 -2.709 0.044
Tm 1.8181 2.3465 -0.0812 -0.335 -0.624 0.033
H 0.9920 -0.8611 -2.1322 0.232 -0.140 0.114
H 1.0229 0.0255 1.8457 -0.606 -0.667 0.147
Li -1.4190 -1.3524 -1.0770 0.188 -0.172 0.089
```
Positions in Å, forces in eV/Å.

Results
**Expectation value of S²**: 3.7754
**Charge**: +1
**Energy above the lowest of the compared OMol25 structures with the same formula, charge and spin**: 39.83 kcal/mol
**Spin multiplicity**: 4


No. 3
Entry from the OMol25 dataset: a single CH2FNOS molecule (wB97M-V/def2-TZVPD).

The geometry in XYZ format:
```
7
Properties=species:S:1:pos:R:3:forces:R:3
F -2.6241 -0.7488 0.3512 0.831 0.718 -0.158
N -1.6920 0.2973 0.6665 1.536 -0.088 -0.432
C -0.5653 -0.0348 0.1167 -0.280 1.029 1.881
O 0.6233 0.5719 0.2805 0.125 1.992 1.050
S 2.2292 -0.0297 0.0287 -1.792 0.576 -0.807
H -0.4255 -0.8731 -0.4058 -0.322 -3.590 -2.196
H 2.4545 0.8173 -1.0378 -0.098 -0.638 0.662
```
Positions in Å, forces in eV/Å.

Results
**SMILES**: F/N=C/OS
**Energy above the lowest of the compared OMol25 structures with the same formula, charge and spin**: 91.09 kcal/mol
**Spin multiplicity**: 1


No. 4
Entry from the OMol25 dataset: 2 unconnected molecules or ions with the total composition C2H2Cl3NO (wB97M-V/def2-TZVPD).

The geometry in XYZ format:
```
9
Properties=species:S:1:pos:R:3:forces:R:3
C 1.6372 0.8494 -0.1094 1.844 -0.367 0.440
C -1.7636 -0.1272 -0.2857 0.120 -0.162 -0.999
N 2.5364 -0.2688 -0.0816 -0.659 -0.709 -2.202
O 2.7865 1.0146 0.5119 -1.028 1.479 0.578
Cl -2.4471 1.4810 -0.1398 -0.790 0.059 -0.177
Cl -2.8980 -1.5214 -0.5444 0.170 1.090 -0.497
Cl -0.9847 -0.4995 1.2052 1.018 -0.213 0.855
H -1.0631 -0.0002 -1.1472 -0.496 -0.793 0.903
H 2.1965 -0.9280 0.5910 -0.177 -0.385 1.101
```
Positions in Å, forces in eV/Å.

Results
**Energy above the lowest of the compared OMol25 structures with the same formula, charge and spin**: 110.93 kcal/mol
**Spin multiplicity**: 1


No. 5
Entry from the OMol25 dataset: a molecular structure, C12H22F3O6RuS5 (wB97M-V/def2-TZVPD).

The geometry in XYZ format:
```
49
Properties=species:S:1:pos:R:3:forces:R:3
Ru 0.0687 -0.2939 0.7744 -0.590 0.880 1.284
C 0.4716 1.7007 -2.3976 0.022 0.001 -0.052
C 1.5001 2.2517 -1.4171 0.007 0.057 -0.031
S 0.6669 2.4735 0.1642 0.039 -0.235 -0.161
C 1.9679 2.8448 1.3477 0.036 0.024 -0.025
C 1.2851 2.9242 2.7111 0.043 0.048 0.082
S 0.4572 1.3595 3.1071 -0.001 -0.012 -0.169
C -1.2997 1.7850 3.2174 -0.065 -0.026 -0.014
C -2.0555 1.9774 1.9106 0.027 0.041 -0.027
S -2.1276 0.5113 0.8168 0.156 -0.259 -0.063
C -2.4703 1.4032 -0.7217 -0.016 0.003 -0.047
C -2.0561 0.5645 -1.9142 -0.130 0.006 -0.141
S -0.3049 0.1233 -1.8985 0.247 -0.112 0.111
H 0.9563 1.5267 -3.3575 0.005 -0.002 0.004
H -0.3330 2.4203 -2.5576 0.010 0.017 0.001
H 1.8724 3.2104 -1.7813 -0.036 0.007 0.009
H 2.3242 1.5567 -1.2874 0.021 -0.014 -0.005
H 2.4306 3.8001 1.0997 0.020 -0.007 0.003
H 2.7213 2.0548 1.3224 -0.028 0.009 0.002
H 0.5736 3.7509 2.7496 -0.016 -0.008 -0.021
H 2.0402 3.0948 3.4780 -0.016 0.024 0.000
H -1.4067 2.6947 3.8110 0.009 -0.016 0.016
H -1.7223 0.9612 3.7889 -0.030 -0.010 0.000
H -1.6288 2.8023 1.3388 -0.034 -0.041 0.036
H -3.0994 2.2150 2.1264 0.012 0.035 0.052
H -1.9251 2.3475 -0.7023 -0.012 0.020 0.011
H -3.5400 1.6181 -0.7472 0.002 -0.008 -0.026
H -2.2918 1.0793 -2.8463 0.031 0.050 0.004
H -2.5671 -0.3978 -1.9102 0.015 0.182 -0.057
C 0.0324 -2.0449 3.0534 0.044 -0.022 0.138
O -0.6438 -0.9668 2.4435 0.284 -0.315 -0.118
H 0.3889 -2.7751 2.3243 -0.014 0.010 0.027
H -0.6701 -2.5454 3.7252 -0.019 0.022 0.012
H 0.8937 -1.6927 3.6302 -0.015 0.021 -0.010
F -1.6304 -4.8346 0.3462 -0.012 -0.024 0.034
C -0.9704 -4.2021 -0.6391 -0.025 -0.036 0.050
F -1.5241 -4.5625 -1.7989 0.005 0.037 0.014
F 0.2908 -4.6477 -0.6329 0.004 0.031 0.006
C -1.0739 -2.6705 -0.4186 -0.060 0.045 -0.387
O -2.0702 -2.1002 -0.8354 0.458 -0.278 0.475
O -0.0435 -2.1987 0.1812 -0.470 0.069 -0.264
C 3.5546 -2.4440 0.3450 0.017 -0.011 0.024
S 3.0673 -0.7515 0.4105 -0.123 0.074 -0.289
O 2.1930 -0.5291 -0.7497 0.542 -0.090 -0.180
O 4.2538 0.0693 0.4383 0.025 0.023 0.130
O 2.2230 -0.6185 1.6322 -0.371 -0.170 -0.442
H 4.0954 -2.6020 -0.5849 0.008 -0.002 0.004
H 2.6501 -3.0481 0.3739 0.004 -0.014 -0.011
H 4.1947 -2.6481 1.1997 -0.007 -0.024 0.013
```
Positions in Å, forces in eV/Å.

Results
**Expectation value of S²**: 0.7556
**Energy above the lowest of the compared OMol25 structures with the same formula, charge and spin**: 9.61 kcal/mol
**Spin multiplicity**: 2


No. 6
Entry from the OMol25 dataset: 11 unconnected molecules or ions with the total composition C20H66N4O13 (wB97M-V/def2-TZVPD).

The geometry in XYZ format:
```
103
Properties=species:S:1:pos:R:3:forces:R:3
C -15.3307 -33.4206 16.3293 0.639 0.480 0.337
O -15.3342 -34.0940 15.1158 -0.446 -0.366 -1.748
C -16.0674 -35.3156 15.1158 -0.182 -0.162 1.175
C -16.3973 -35.9137 13.7412 -0.188 -0.122 0.209
C -17.3650 -34.9597 13.0218 0.561 -0.396 -0.049
N -17.0015 -37.2804 13.8948 0.222 0.853 0.488
H -14.6061 -33.8652 17.0114 -0.267 -0.405 0.447
H -16.3227 -33.3094 16.7671 -0.112 -0.234 0.160
H -14.9324 -32.4180 16.1735 -0.125 0.079 -0.301
H -15.5312 -35.9813 15.7921 0.250 -0.651 -0.227
H -17.0164 -35.1556 15.6276 -0.373 0.148 0.028
H -15.4713 -35.9730 13.1692 0.147 0.042 -0.150
H -16.7392 -34.1838 12.5808 -0.265 0.100 -0.286
H -18.0809 -34.4729 13.6841 0.035 -0.198 0.211
H -17.9365 -35.5014 12.2683 0.120 0.157 -0.187
H -16.4624 -37.8504 14.5309 0.178 0.127 0.360
H -16.9649 -37.8130 13.0374 -0.109 0.363 -0.398
C -16.2768 -31.1879 13.9173 -0.827 -0.152 0.861
O -17.3788 -30.5995 13.2521 -0.418 0.342 -0.924
C -18.4869 -31.4548 12.9465 -0.520 -0.093 -0.949
C -19.4622 -30.8982 11.8139 -0.137 1.022 1.743
C -20.1409 -29.5818 12.3087 1.124 -0.071 -0.187
N -20.5205 -31.8307 11.4266 1.084 -0.099 -0.487
H -15.7069 -31.9250 13.3516 -0.310 -0.105 -0.212
H -16.6660 -31.6380 14.8306 0.133 -0.474 0.099
H -15.5878 -30.4237 14.2771 -0.119 0.361 -0.437
H -18.1508 -32.4403 12.6240 0.247 -0.021 -0.107
H -19.1388 -31.6244 13.8035 0.101 0.055 0.521
H -18.8600 -30.7180 10.9234 0.023 0.305 0.031
H -19.4084 -29.0212 12.8894 0.155 0.299 -0.196
H -20.9774 -29.6984 12.9977 -0.146 -0.612 -0.278
H -20.4674 -28.9677 11.4695 -0.070 -0.039 0.030
H -20.8189 -32.4515 12.1653 -0.044 0.279 0.384
H -20.0688 -32.4616 10.7801 -0.184 -0.293 -0.220
C -21.2566 -25.6013 14.3291 0.624 -0.124 1.466
O -22.2606 -26.5611 14.1393 -1.190 -0.418 0.814
C -22.8098 -27.0822 15.3894 0.090 -0.233 -0.269
C -23.6718 -28.3015 15.0963 -1.746 0.108 -1.993
C -25.1175 -28.0051 14.5657 0.540 0.364 -0.560
N -23.8617 -29.2459 16.1653 0.636 0.286 1.432
H -20.2890 -26.0998 14.3868 0.342 -0.019 -0.571
H -21.3201 -25.1754 15.3304 -0.345 0.392 0.142
H -21.2386 -24.7647 13.6307 -0.325 -0.428 -0.355
H -22.0342 -27.3695 16.0993 0.605 -0.172 -0.240
H -23.3980 -26.3652 15.9621 -0.181 0.598 -0.416
H -23.1598 -28.8947 14.3387 0.435 0.670 -0.595
H -25.6029 -28.9614 14.3712 -0.102 0.052 0.268
H -25.1898 -27.4676 13.6202 0.561 0.015 -0.196
H -25.7232 -27.3967 15.2374 0.207 -0.298 0.530
H -23.0428 -29.1360 16.7462 0.182 -0.502 0.602
H -23.7826 -30.1656 15.7554 -0.156 -0.232 0.257
C -13.2753 -34.0484 12.0994 -0.332 -0.890 -0.822
O -13.6891 -33.3220 10.9621 -0.058 1.810 0.431
C -13.6420 -31.8790 11.1437 -1.246 -0.543 -1.216
C -14.1886 -31.2506 9.8252 0.894 -1.220 0.709
C -13.2804 -31.5681 8.6991 0.586 -1.063 -1.666
N -14.2891 -29.8269 9.8858 -0.843 1.043 0.384
H -12.2790 -33.7506 12.4263 -0.025 0.048 0.278
H -13.2559 -35.0712 11.7230 0.461 -0.186 0.118
H -14.0200 -34.1018 12.8934 0.075 0.712 0.328
H -14.2518 -31.5290 11.9765 -0.106 -0.270 0.155
H -12.6252 -31.5273 11.3184 0.339 -0.106 -0.077
H -15.1477 -31.6534 9.4994 -0.355 -0.173 0.876
H -13.7864 -31.3294 7.7636 0.003 0.556 -0.181
H -13.0927 -32.6280 8.5276 0.408 -0.125 0.553
H -12.3675 -30.9758 8.7601 0.227 -0.251 -0.038
H -13.4257 -29.3994 10.1890 0.259 -0.049 0.160
H -14.3671 -29.5856 8.9082 -0.221 0.751 -0.052
O -20.5451 -29.3477 17.0687 -1.213 -0.092 -0.219
C -19.9828 -29.5620 15.7901 1.263 -0.108 0.818
C -18.7382 -28.6980 15.7116 0.322 0.733 -0.238
O -18.0058 -28.7926 16.9645 -0.448 -0.403 -0.647
H -19.8271 -29.2555 17.6993 0.256 0.012 0.031
H -19.6679 -30.5991 15.6753 -0.161 -0.318 0.043
H -20.6861 -29.3395 14.9875 -0.054 0.238 0.325
H -19.0457 -27.6616 15.5723 -0.060 0.211 0.072
H -18.1090 -28.9637 14.8620 0.035 -0.230 0.037
H -17.1995 -28.2786 16.8790 -0.027 0.022 -0.013
O -20.6215 -30.7424 5.0809 0.440 -0.390 0.181
C -19.6418 -30.7583 6.1153 -0.166 0.189 1.199
C -20.2032 -31.1353 7.5248 0.480 -0.491 -2.977
O -20.8886 -32.3969 7.3532 0.192 1.226 0.577
H -21.3727 -30.1725 5.2610 0.146 0.327 0.313
H -18.8585 -31.4526 5.8113 -0.234 -0.088 -0.124
H -19.1678 -29.7998 6.3267 0.079 0.461 -0.653
H -20.9006 -30.3258 7.7404 0.024 -0.229 0.967
H -19.3178 -31.2466 8.1508 -0.488 0.048 0.520
H -21.6307 -32.1047 6.8189 -0.412 -0.735 -0.159
O -20.8585 -34.5446 11.6451 -0.303 -0.611 1.208
H -20.3597 -34.4297 10.8362 0.165 0.116 -0.625
H -21.7733 -34.5555 11.3634 -0.253 -0.056 -0.179
O -22.6890 -30.9530 9.6049 -0.463 0.044 -0.835
H -21.9005 -31.4485 9.8262 0.319 -0.115 0.484
H -22.7938 -30.3337 10.3272 -0.126 0.177 0.387
O -20.0653 -34.1584 9.0968 0.566 -0.705 0.629
H -20.2785 -33.5858 8.3599 -0.520 0.627 -0.553
H -20.1091 -35.0430 8.7339 0.081 -0.277 -0.050
O -24.1834 -29.8562 12.1949 -0.049 0.040 -0.411
H -23.6003 -29.6792 12.9331 0.150 0.141 0.122
H -24.3149 -30.8041 12.2148 -0.058 -0.334 -0.094
O -21.6436 -33.5196 14.4336 -0.191 0.370 0.137
H -21.2915 -33.9592 13.6596 0.221 -0.334 -0.490
H -21.1845 -33.9246 15.1694 0.069 -0.084 0.221
```
Positions in Å, forces in eV/Å.

Results
**SMILES**: COC[C@H](C)N.COC[C@H](C)N.COC[C@H](C)N.COC[C@H](C)N.OCCO.OCCO.O.O.O.O.O
**Energy above the lowest of the compared OMol25 structures with the same formula, charge and spin**: 0.00 kcal/mol
**Spin multiplicity**: 1


Results for largest force on an atom: 3.51; 6.22; 4.22; 2.41; 1.66; 3.06 (in eV/Å, following the order of the records).